Record 1
ORCA calculation (wB97M-V/def2-TZVPD) on a gas-phase ion, C3H10N3O (charge -1) in a non-equilibrium geometry.

Each line ends with the natural charge from an NBO analysis.
Positions of all 17 atoms, in Å:
C -2.68 -0.06 0.38  -0.4395
C 1.79 -0.34 1.09  -0.3988
C 1.55 0.71 -1.04  -0.4652
N -1.40 0.48 -0.03  -0.5220
N 0.93 0.37 0.22  -0.3587
N -0.33 -0.53 0.14  0.0835
O -0.36 -1.34 -0.88  -0.7922
H -2.88 -0.24 1.43  0.1669
H -3.35 0.67 -0.09  0.1779
H -2.68 -1.14 0.08  0.1864
H 1.25 -0.74 1.86  0.2003
H 2.41 -1.11 0.60  0.1441
H 2.40 0.36 1.60  0.1609
H 2.55 0.11 -1.43  0.1523
H 0.82 0.52 -1.87  0.2141
H 1.56 1.78 -0.99  0.1882
H -1.57 0.52 -1.04  0.3020

Results
2S+1: 1
HOMO level (eV): -1.919
Maximum force (eV Å⁻¹): 2.93
Net charge: -1
Calculated total energy (Eh): -359.647248
Structure (SMILES): CNN([O-])N(C)C



Record 2
ORCA calculation (wB97M-V/def2-TZVPD) on a molecular structure, C44H43CsFGeN7O4SSi in a non-equilibrium geometry.

Each line ends with the Mulliken charge.
Positions of all 103 atoms, in Å:
Cs 0.82 0.91 0.59  1.3056
C 6.04 -0.38 1.17  -1.2532
Si 4.28 -0.75 0.61  -0.3970
C 3.39 -1.30 2.18  -0.1776
C 4.39 -2.24 -0.53  -0.5902
N 3.38 0.51 -0.07  0.3167
C 3.75 1.52 -0.89  0.4033
C 5.07 2.01 -1.08  0.0359
C 5.37 3.09 -1.89  -0.9683
C 4.39 3.78 -2.59  -0.3965
C 3.08 3.34 -2.46  -1.0144
C 2.82 2.26 -1.66  0.0131
F 1.49 1.83 -1.61  -0.1413
H 6.37 -1.19 1.82  0.3458
H 6.11 0.55 1.72  0.3435
H 6.74 -0.33 0.33  0.3642
H 3.89 -2.19 2.58  0.3578
H 2.35 -1.57 2.02  -0.7032
H 3.43 -0.52 2.95  0.3821
H 4.86 -3.10 -0.04  0.2645
H 4.98 -1.99 -1.41  0.4332
H 3.39 -2.54 -0.86  -0.0211
H 5.87 1.52 -0.54  0.1554
H 6.41 3.40 -1.97  0.3918
H 4.63 4.62 -3.22  0.3849
H 2.26 3.81 -2.98  0.4170
O 4.06 -7.06 0.66  -0.4902
C 3.05 -6.48 1.36  0.4226
O 2.85 -6.77 2.50  -0.5514
C 2.25 -5.45 0.62  0.4398
C 1.63 -4.45 1.37  -0.6816
C 0.89 -3.47 0.74  0.4399
C 0.78 -3.47 -0.65  -1.0595
C 1.34 -4.50 -1.40  -0.1888
C 2.09 -5.48 -0.76  -0.9271
N 0.05 -2.40 -1.22  -0.0022
C 0.48 -1.89 -2.30  -0.1282
C -0.25 -0.78 -2.97  0.0991
C 0.09 -0.45 -4.27  -0.9236
C -0.62 0.57 -4.90  -0.5357
C -1.62 1.21 -4.20  -0.8899
C -1.87 0.81 -2.89  -0.2161
N -1.20 -0.16 -2.28  0.1687
H 4.18 -6.59 -0.17  0.3369
H 1.74 -4.46 2.45  0.5447
H 0.40 -2.68 1.29  0.6712
H 1.19 -4.54 -2.47  0.5992
H 2.51 -6.28 -1.36  0.5414
H 1.40 -2.24 -2.78  0.3967
H 0.89 -0.97 -4.78  0.4749
H -0.38 0.86 -5.92  0.4441
H -2.20 2.01 -4.64  0.4143
H -2.64 1.30 -2.30  0.5228
N -2.58 7.94 3.99  -0.5947
C -2.40 6.64 3.51  0.9321
C -2.18 5.58 4.39  -0.7095
C -1.96 4.30 3.92  -0.1686
C -1.94 4.08 2.56  -0.4632
C -2.15 5.11 1.66  -0.4544
C -2.37 6.39 2.14  -0.6660
S -2.94 1.84 1.63  0.3814
O -1.66 2.80 2.04  0.1957
O -4.11 2.38 2.29  -0.5982
N -2.44 0.40 2.41  -0.1209
C -1.42 0.25 3.36  0.0831
N -0.67 -0.84 3.18  0.2100
C 0.28 -1.06 4.09  -0.0936
C 0.52 -0.18 5.13  -1.1398
C -0.30 0.93 5.19  -0.1952
N -1.29 1.15 4.33  -0.3115
H -2.94 8.00 4.93  0.2333
H -3.08 8.55 3.37  0.2295
H -2.20 5.76 5.46  0.2899
H -1.83 3.46 4.59  0.4357
H -2.13 4.92 0.60  0.4348
H -2.53 7.20 1.44  0.2842
H 0.88 -1.96 3.96  0.4117
H 1.31 -0.36 5.85  0.4485
H -0.16 1.67 5.97  0.4275
Ge -2.83 -1.14 1.30  1.3514
C -2.92 -2.71 2.41  0.4613
C -2.35 -3.89 1.94  -0.3992
C -2.37 -5.04 2.71  -0.5714
C -2.98 -5.02 3.96  -0.5327
C -3.56 -3.85 4.43  -0.7097
C -3.53 -2.70 3.66  -0.2473
C -4.51 -0.72 0.46  -0.2222
C -4.62 -0.86 -0.92  -0.5659
C -5.83 -0.63 -1.56  -0.6012
C -6.95 -0.27 -0.82  -0.4807
C -6.85 -0.13 0.56  -0.7515
C -5.64 -0.35 1.20  0.0826
H -1.77 -1.20 0.20  -0.5371
H -1.86 -3.92 0.97  0.5315
H -1.92 -5.95 2.34  0.4349
H -2.99 -5.92 4.57  0.3936
H -4.03 -3.83 5.41  0.4231
H -3.98 -1.80 4.05  0.3448
H -3.75 -1.13 -1.51  0.3836
H -5.91 -0.74 -2.63  0.4262
H -7.89 -0.09 -1.31  0.3886
H -7.71 0.17 1.14  0.4029
H -5.58 -0.21 2.27  0.3391

Results
2S+1: 1
HOMO level (eV): -6.498
Maximum force (eV Å⁻¹): 2.36
Net charge: 0
Calculated total energy (Eh): -5271.405480



Record 3
ORCA calculation (wB97M-V/def2-TZVPD) on a molecular structure, C33H40N4P2TcTe in a non-equilibrium geometry.

Each line ends with the Mulliken spin population.
Positions of all 81 atoms, in Å:
Tc -0.08 0.89 0.34  1.9893
C -1.49 1.57 -3.61  -0.0019
C -1.35 0.25 -3.51  0.0020
C -0.43 -0.57 -4.39  -0.0037
C 0.97 0.04 -4.62  0.0016
C 1.53 0.75 -3.41  -0.0172
C 1.18 1.95 -2.93  -0.0045
C 0.47 3.02 -3.68  -0.0086
C -0.69 2.46 -4.50  0.0023
C 1.08 1.45 2.06  0.0474
H -2.30 2.07 -3.08  -0.0012
H -2.03 -0.28 -2.85  0.0011
H -0.90 -0.73 -5.38  -0.0001
H -0.30 -1.58 -3.97  0.0005
H 1.64 -0.79 -4.85  -0.0002
H 0.99 0.65 -5.52  0.0004
H 2.42 0.24 -3.02  0.0041
H 1.58 2.33 -1.99  0.0096
H 1.16 3.57 -4.34  -0.0003
H 0.11 3.75 -2.95  -0.0001
H -1.31 3.28 -4.87  -0.0002
H -0.32 1.92 -5.37  0.0000
H 0.55 2.01 2.87  0.0432
H 1.85 2.16 1.73  0.0027
H 1.61 0.64 2.60  0.0143
P 1.52 -0.56 -0.12  -0.1184
P -1.72 -0.60 -0.07  -0.0931
N 3.01 0.45 -0.67  0.0152
N 2.42 -1.64 0.92  0.0110
N -3.07 0.58 -0.67  0.0123
N -2.88 -1.74 0.75  0.0002
C 0.73 -1.71 -1.29  0.0702
C -0.84 -1.81 -1.20  0.0363
C 3.02 1.85 -0.57  0.0584
C 4.19 2.36 -1.11  0.0058
C 4.95 1.25 -1.58  0.0040
C 4.22 0.09 -1.26  -0.0009
C 3.34 -1.17 1.86  0.0014
C 4.11 -2.23 2.30  0.0011
C 3.64 -3.41 1.65  -0.0010
C 2.58 -3.03 0.83  0.0022
C -2.85 1.94 -0.45  -0.0097
C -3.74 2.69 -1.19  0.0262
C -4.59 1.78 -1.87  0.0023
C -4.16 0.49 -1.54  0.0044
C -4.12 -2.21 0.31  0.0327
C -4.63 -3.10 1.26  0.0050
C -3.68 -3.16 2.33  0.0215
C -2.61 -2.34 1.98  -0.0172
H 1.12 -2.72 -1.14  -0.0202
H 1.06 -1.38 -2.28  -0.0024
H -1.30 -1.72 -2.19  0.0010
H -1.10 -2.81 -0.83  -0.0017
H 2.15 2.40 -0.22  -0.0342
H 4.43 3.42 -1.17  0.0005
H 5.89 1.31 -2.12  0.0011
H 4.48 -0.94 -1.40  0.0001
H 3.35 -0.13 2.13  -0.0008
H 4.91 -2.15 3.02  0.0001
H 4.03 -4.41 1.74  -0.0002
H 1.91 -3.63 0.25  -0.0009
H -2.06 2.30 0.22  -0.0061
H -3.73 3.77 -1.27  0.0007
H -5.40 2.03 -2.54  0.0008
H -4.57 -0.46 -1.83  0.0006
H -4.55 -1.89 -0.62  0.0021
H -5.55 -3.65 1.18  0.0000
H -3.77 -3.71 3.25  0.0011
H -1.72 -2.08 2.52  0.0183
Te -1.51 0.72 2.75  0.8687
C -0.75 0.30 4.77  0.0168
C -0.80 1.32 5.73  0.0049
C -0.38 1.05 7.05  -0.0085
C 0.09 -0.23 7.39  0.0224
C 0.13 -1.24 6.42  -0.0125
C -0.27 -0.98 5.10  -0.0039
H -1.17 2.30 5.46  -0.0013
H -0.41 1.84 7.80  -0.0002
H 0.45 -0.42 8.41  0.0004
H 0.48 -2.24 6.69  -0.0007
H -0.22 -1.75 4.33  0.0034

Results
2S+1: 4
HOMO level (spin up / spin down) (eV): -13.167 / -13.184
Maximum force (eV Å⁻¹): 5.20
Net charge: +2
Calculated total energy (Eh): -2531.140798



Record 4
ORCA calculation (wB97M-V/def2-TZVPD) on a molecular structure, C27H45NPbSSbTe in a non-equilibrium geometry.

Each line ends with the Mulliken charge.
Positions of all 77 atoms, in Å:
Pb -0.50 0.97 1.23  0.7950
C -0.97 -0.56 -4.02  -0.7712
N -1.82 -0.67 -2.81  0.1631
C -2.20 0.76 -2.37  -1.0604
C -1.08 -1.34 -1.68  -0.5300
C -1.95 -1.65 -0.51  0.4777
C -2.60 -2.87 -0.53  -0.4763
C -3.35 -3.30 0.57  -0.6801
C -3.33 -2.56 1.76  -0.8160
C -2.63 -1.36 1.74  -0.3300
C -1.90 -0.89 0.64  0.1468
H -1.52 -0.08 -4.84  0.3288
H -0.69 -1.55 -4.33  0.3955
H -0.12 0.04 -3.77  0.2777
H -2.66 -1.21 -2.95  0.4273
H -1.31 1.33 -2.44  0.4486
H -2.65 0.73 -1.38  0.3712
H -2.91 1.10 -3.11  0.4449
H -0.29 -0.66 -1.37  -0.6236
H -0.65 -2.28 -2.04  0.6575
H -2.61 -3.48 -1.42  0.4319
H -3.91 -4.24 0.51  0.3888
H -3.90 -2.81 2.66  0.4249
H -2.56 -0.85 2.71  0.2570
C 2.25 -1.14 5.82  -1.3542
C 1.05 -1.15 4.86  0.3818
C 0.05 -0.02 5.16  -1.3085
Sb 1.39 -1.16 2.68  0.2483
C 1.44 -3.29 2.21  0.0706
C 0.12 -3.71 1.55  -0.9151
C 1.72 -4.16 3.40  -1.4476
C 3.48 -0.45 2.40  0.2527
C 3.51 0.99 2.91  -1.1982
C 4.54 -1.37 2.99  -1.1145
H 1.94 -1.17 6.88  0.4420
H 2.79 -0.22 5.69  0.2671
H 2.94 -1.99 5.65  0.2499
H 0.49 -2.06 4.97  0.3134
H 0.53 0.91 4.91  0.3647
H -0.17 0.05 6.24  0.4292
H -0.91 -0.08 4.60  0.1656
H 2.24 -3.30 1.45  0.5253
H -0.68 -3.53 2.32  0.2259
H 0.22 -4.76 1.19  0.4598
H -0.18 -3.07 0.72  -0.0535
H 0.98 -4.03 4.15  0.3014
H 2.65 -3.89 3.84  0.3652
H 1.74 -5.22 3.12  0.4362
H 3.54 -0.47 1.32  0.3823
H 3.51 1.09 4.03  0.1870
H 2.70 1.67 2.64  0.2677
H 4.44 1.52 2.60  0.4029
H 4.46 -1.39 4.12  0.1724
H 5.55 -0.94 2.83  0.4389
H 4.44 -2.42 2.68  0.2845
S 1.28 1.14 -0.74  -0.4687
C -2.29 3.77 -6.37  -1.5391
C -1.48 3.64 -5.10  0.7202
C -2.04 4.15 -3.92  -1.2781
C -1.32 4.09 -2.76  1.7870
C -1.91 4.68 -1.50  -1.5638
C -0.07 3.46 -2.74  -0.7217
Te 1.10 3.54 -0.96  0.2184
C 0.47 2.93 -3.90  1.4040
C 1.78 2.21 -3.90  -1.8928
C -0.24 3.01 -5.07  -0.9821
H -1.63 3.56 -7.25  0.3518
H -2.74 4.72 -6.51  0.4065
H -3.14 3.08 -6.40  0.2935
H -2.91 4.80 -3.89  0.3712
H -1.22 5.34 -1.00  0.3927
H -2.22 3.94 -0.75  0.1940
H -2.78 5.30 -1.82  0.4065
H 1.83 1.43 -3.15  0.3423
H 2.56 2.91 -3.57  0.4157
H 2.08 1.88 -4.90  0.3785
H 0.23 2.61 -5.96  0.3720

Results
2S+1: 1
HOMO level (eV): -9.976
Maximum force (eV Å⁻¹): 2.09
Net charge: +1
Calculated total energy (Eh): -2209.590422



Record 5
ORCA calculation (wB97M-V/def2-TZVPD) on 4 unconnected molecules or ions with the total composition CH10N2O3 in a non-equilibrium geometry.

Each line ends with the natural charge from an NBO analysis.
Positions of all 16 atoms, in Å:
N -3.61 -0.14 -3.29  -0.8820
C -4.18 -0.61 -2.07  0.2596
N -3.53 -0.51 -0.99  -0.6857
H -4.00 0.76 -3.52  0.3753
H -2.60 -0.12 -3.38  0.3952
H -5.10 -1.24 -2.18  0.1426
H -3.82 -0.92 -0.12  0.3550
H 4.68 -0.86 5.06  0.3394
H 4.82 -0.68 3.60  0.4174
O 5.37 -0.70 4.39  -1.1721
H -1.07 0.65 -1.12  0.4705
H 0.35 0.95 -0.93  0.4468
O -0.43 1.33 -1.39  -0.9948
H 3.82 1.01 2.49  0.3272
H 5.13 0.50 1.76  0.4338
O 4.17 0.58 1.68  -1.2283

Results
2S+1: 2
HOMO level (spin up / spin down) (eV): 1.113 / -7.015
Maximum force (eV Å⁻¹): 1.44
Net charge: -1
Calculated total energy (Eh): -379.255746



Record 6
ORCA calculation (wB97M-V/def2-TZVPD) on C2N4O in the gas phase in a non-equilibrium geometry.

Each line ends with the natural charge from an NBO analysis.
Positions of all 7 atoms, in Å:
C 0.28 -0.20 0.03  -0.1646
C 1.64 -0.10 0.01  0.8572
N -0.32 1.04 0.02  -0.1487
N -1.58 0.88 -0.02  -0.0769
N -1.88 -0.42 -0.03  -0.0287
N -0.90 -1.16 0.01  -0.1104
O 2.78 0.02 -0.03  -0.3280

Results
2S+1: 1
HOMO level (eV): -11.154
Maximum force (eV Å⁻¹): 3.77
Net charge: 0
Calculated total energy (Eh): -370.353656
Structure (SMILES): O=C=C1N=NN=N1